(1)
{
  "formula": "C5H2O",
  "method": "the ωB97M-V functional and the def2-TZVPD basis",
  "species": ["O", "C", "C", "C", "C", "C", "H", "H"],
  "coordinates": [[-2.860, -0.600, -0.461], [-2.163, 0.157, 0.161], [-0.872, 0.513, -0.447], [0.274, 0.180, -0.293], [1.559, -0.107, -0.149], [2.708, -0.359, 0.029], [-2.365, 0.822, 1.024], [3.719, -0.605, 0.136]],
  "smiles": "C#CC#CC=O",
  "e_tot_ev": -7259.836,
  "e_above_lowest_kj_mol": 64.87,
  "e_homo_ev": -10.048
}

(2)
{
  "formula": "CH2O2",
  "method": "the ωB97M-V functional and the def2-TZVPD basis",
  "species": ["C", "H", "H", "O", "O"],
  "coordinates": [[-0.065, 0.335, -0.205], [0.278, -1.232, 0.629], [-0.624, -0.307, -0.901], [0.593, -0.336, 0.764], [-0.181, 1.540, -0.288]],
  "smiles": "O=CO",
  "e_tot_ev": -5164.139,
  "e_above_lowest_kj_mol": 26.55,
  "e_homo_ev": -10.908
}

(3)
{
  "formula": "C5H10N2",
  "method": "the ωB97M-V functional and the def2-TZVPD basis",
  "species": ["C", "C", "C", "C", "C", "H", "H", "H", "H", "H", "H", "H", "H", "H", "H", "N", "N"],
  "coordinates": [[-1.335, 0.662, 0.259], [-0.174, 1.542, -0.241], [0.816, 0.552, 0.303], [0.828, -0.730, -0.318], [-0.318, -1.366, 0.399], [-2.165, 1.189, -0.153], [-1.591, 0.956, 1.267], [-0.516, 2.579, 0.025], [-0.310, 1.235, -1.534], [0.380, 0.536, 1.327], [2.547, 0.471, -0.650], [0.616, -0.922, -1.424], [-0.380, -1.173, 1.660], [-0.276, -2.297, -0.039], [-2.175, -1.467, -0.856], [2.060, -0.038, 0.081], [-1.349, -0.687, -0.372]],
  "smiles": "C1C[C@@H]2N[C@H]2CN1",
  "e_tot_ev": -8319.416,
  "e_above_lowest_kj_mol": 763.85,
  "e_homo_ev": -8.302
}

(4)
{
  "formula": "C30H18F14NO2PPdS",
  "method": "the ωB97M-V functional and the def2-TZVPD basis",
  "species": ["Pd", "N", "C", "C", "C", "O", "O", "H", "H", "H", "H", "H", "H", "F", "C", "C", "F", "C", "F", "C", "S", "C", "F", "C", "F", "F", "C", "F", "F", "C", "C", "C", "C", "C", "C", "P", "C", "C", "C", "C", "C", "C", "C", "F", "F", "F", "C", "C", "C", "C", "C", "C", "C", "F", "F", "F", "H", "H", "H", "H", "H", "H", "H", "H", "H", "H", "H", "H"],
  "coordinates": [[-1.106, 0.632, -1.328], [-2.623, -1.283, -0.660], [-3.136, -2.043, -1.820], [-2.751, -1.346, -3.121], [-1.200, -1.468, -3.269], [-0.722, -2.569, -3.477], [-0.547, -0.386, -3.146], [-2.095, -1.904, -0.049], [-3.409, -0.936, -0.114], [-4.225, -2.139, -1.750], [-2.701, -3.047, -1.845], [-3.067, -0.292, -3.115], [-3.213, -1.860, -3.963], [-6.715, 1.565, -3.647], [-5.503, 1.889, -3.192], [-5.090, 1.466, -1.928], [-5.888, 0.705, -1.170], [-3.832, 1.818, -1.474], [-3.412, 1.389, -0.249], [-2.922, 2.556, -2.248], [-1.359, 2.981, -1.625], [-3.366, 2.973, -3.513], [-2.546, 3.683, -4.287], [-4.633, 2.645, -3.978], [-5.020, 3.038, -5.190], [7.289, -0.621, 1.433], [6.757, 0.612, 1.508], [6.891, 0.999, 2.790], [7.536, 1.417, 0.777], [5.313, 0.628, 1.081], [4.389, 0.022, 1.927], [3.056, 0.040, 1.589], [2.626, 0.668, 0.423], [3.552, 1.242, -0.431], [4.902, 1.220, -0.104], [0.802, 0.626, 0.147], [0.782, -1.200, -0.033], [0.335, -2.180, 0.844], [0.500, -3.514, 0.512], [1.119, -3.868, -0.679], [1.528, -2.898, -1.585], [1.353, -1.571, -1.256], [1.364, -5.321, -0.971], [1.703, -5.997, 0.146], [0.288, -5.950, -1.467], [2.358, -5.507, -1.844], [0.315, 1.229, 1.801], [0.977, 2.382, 2.227], [0.674, 2.968, 3.437], [-0.299, 2.390, 4.242], [-0.998, 1.267, 3.814], [-0.710, 0.705, 2.582], [-0.611, 2.971, 5.594], [-0.069, 4.179, 5.783], [-0.154, 2.188, 6.590], [-1.932, 3.098, 5.797], [4.719, -0.447, 2.841], [2.333, -0.431, 2.237], [3.228, 1.712, -1.347], [5.631, 1.673, -0.758], [-0.126, -1.928, 1.787], [0.166, -4.287, 1.186], [1.976, -3.179, -2.525], [1.662, -0.801, -1.954], [1.732, 2.826, 1.593], [1.186, 3.863, 3.756], [-1.766, 0.841, 4.443], [-1.295, -0.130, 2.227]],
  "e_tot_ev": -98636.179,
  "e_above_lowest_kj_mol": 57.25,
  "spin_multiplicity": 3,
  "e_homo_ev": [-8.360, -8.951]
}

(5)
{
  "formula": "C3H5Cl",
  "method": "the ωB97M-V functional and the def2-TZVPD basis",
  "species": ["C", "C", "C", "Cl", "H", "H", "H", "H", "H"],
  "coordinates": [[0.667, 0.550, 0.167], [-0.117, 1.474, 0.164], [1.578, -0.579, 0.121], [-2.697, -0.433, -0.360], [-3.970, -0.605, -0.427], [-0.676, 2.229, -0.200], [0.965, -1.412, -0.257], [2.432, -0.371, -0.416], [1.818, -0.852, 1.209]],
  "smiles": "C#CC.Cl",
  "e_tot_ev": -15712.294,
  "e_above_lowest_kj_mol": 149.74,
  "e_homo_ev": -9.833
}

(6)
{
  "formula": "C30H38N7O8S3W",
  "method": "the ωB97M-V functional and the def2-TZVPD basis",
  "species": ["W", "O", "C", "O", "C", "C", "C", "C", "C", "O", "C", "C", "O", "O", "H", "H", "H", "H", "H", "H", "H", "H", "O", "N", "C", "C", "C", "C", "C", "S", "H", "H", "H", "H", "C", "C", "N", "O", "H", "H", "H", "H", "H", "C", "C", "C", "N", "C", "S", "N", "C", "O", "C", "C", "C", "C", "C", "C", "H", "H", "H", "H", "H", "H", "H", "H", "H", "H", "H", "H", "H", "H", "C", "C", "C", "N", "N", "C", "N", "S", "H", "H", "H", "H", "H", "H", "H"],
  "coordinates": [[1.938, -1.554, 0.371], [-0.868, 1.403, 1.344], [0.140, 0.907, 0.906], [0.608, -0.251, 1.348], [1.069, 1.651, -0.132], [2.606, 1.569, 0.119], [3.395, 2.447, -0.850], [3.187, 1.722, -2.213], [2.367, 0.484, -1.896], [2.900, 0.128, -0.429], [0.949, 0.989, -1.536], [-0.150, -0.184, -1.478], [-1.274, -0.037, -2.017], [0.346, -1.326, -1.012], [0.720, 2.703, -0.110], [2.963, 1.573, 1.151], [4.436, 2.453, -0.540], [2.980, 3.451, -1.005], [4.093, 1.349, -2.707], [2.784, 2.385, -2.987], [2.472, -0.407, -2.519], [0.499, 1.630, -2.265], [0.968, -2.943, 1.273], [1.246, -4.278, 1.450], [0.209, -5.128, 1.707], [0.401, -6.522, 1.855], [1.728, -6.933, 2.056], [2.772, -6.041, 1.872], [2.510, -4.684, 1.533], [3.794, -3.568, 1.346], [-0.777, -4.686, 1.561], [-0.396, -7.274, 1.861], [1.891, -7.969, 2.247], [3.769, -6.374, 2.034], [3.267, -4.196, -3.021], [2.356, -3.536, -2.085], [1.053, -3.908, -2.030], [2.710, -2.517, -1.384], [3.351, -3.671, -3.990], [2.927, -5.195, -3.225], [4.267, -4.288, -2.632], [0.609, -4.597, -2.615], [0.413, -3.307, -1.516], [-4.260, -0.595, -3.257], [-5.187, -0.630, -1.990], [-5.711, 0.713, -1.423], [-4.687, 1.738, -1.260], [-4.039, 1.761, -0.104], [-4.350, 0.795, 1.222], [-3.039, 2.730, 0.003], [-3.052, 4.058, -0.429], [-2.010, 4.544, -0.895], [-4.316, 4.786, -0.208], [-5.201, 4.420, 0.815], [-6.421, 5.048, 1.004], [-6.785, 6.054, 0.129], [-6.011, 6.351, -0.968], [-4.703, 5.787, -1.050], [-4.098, -1.580, -3.644], [-3.254, -0.149, -3.027], [-4.762, 0.071, -3.971], [-4.565, -1.075, -1.205], [-6.037, -1.237, -2.175], [-6.119, 0.501, -0.441], [-6.528, 1.072, -2.028], [-4.158, 1.971, -2.128], [-2.125, 2.349, 0.361], [-4.908, 3.582, 1.428], [-7.049, 4.843, 1.847], [-7.710, 6.545, 0.275], [-6.433, 6.993, -1.732], [-4.065, 6.131, -1.895], [6.553, 0.681, 2.031], [5.859, 1.060, 3.324], [4.408, 0.486, 3.338], [3.932, -0.072, 2.282], [2.788, -0.750, 2.404], [2.331, -0.726, 3.689], [1.139, -1.250, 4.037], [3.383, 0.118, 4.762], [7.564, 1.045, 2.038], [6.013, 1.045, 1.181], [6.702, -0.429, 1.970], [5.818, 2.133, 3.421], [6.480, 0.590, 4.171], [0.566, -1.648, 3.279], [0.817, -1.326, 4.978]],
  "e_tot_ev": -92863.474,
  "e_above_lowest_kj_mol": 127.53,
  "spin_multiplicity": 3,
  "e_homo_ev": [-9.210, -9.210],
  "charge": 1
}

(7)
{
  "formula": "C5H8O2",
  "method": "the ωB97M-V functional and the def2-TZVPD basis",
  "species": ["C", "C", "O", "C", "C", "O", "C", "H", "H", "H", "H", "H", "H", "H", "H"],
  "coordinates": [[1.262, 1.066, -0.066], [-0.067, 1.136, -0.802], [-0.715, 0.012, -1.390], [-0.393, -1.175, -0.672], [-0.715, -1.152, 0.767], [-0.546, 0.101, 1.426], [-0.030, 1.202, 0.694], [1.787, 0.123, 0.029], [1.921, 1.931, -0.111], [-0.247, 2.040, -1.388], [0.659, -1.389, -0.863], [-0.792, -2.245, -0.760], [-1.684, -1.497, 1.109], [-0.203, -2.289, 0.806], [-0.236, 2.137, 1.222]],
  "smiles": "C1CO[C@@H]2C[C@@H]2O1",
  "e_tot_ev": -9405.480,
  "e_above_lowest_kj_mol": 419.88,
  "e_homo_ev": -8.863
}

(8)
{
  "formula": "C3H2Br2S2",
  "method": "the ωB97M-V functional and the def2-TZVPD basis",
  "species": ["C", "C", "C", "S", "S", "Br", "Br", "H", "H"],
  "coordinates": [[1.141, -0.207, 0.182], [0.671, 0.765, 0.876], [-1.147, -0.759, -1.094], [-1.016, 1.373, 0.849], [-2.033, -0.310, 0.267], [2.724, -1.087, -0.026], [1.569, 2.034, 2.091], [-0.769, -0.017, -1.771], [-1.139, -1.793, -1.374]],
  "e_tot_ev": -164894.672,
  "e_above_lowest_kj_mol": 301.61,
  "e_homo_ev": [-8.664, -8.021]
}

(9)
{
  "formula": "C40H80O20S10",
  "method": "the ωB97M-V functional and the def2-TZVPD basis",
  "species": ["C", "C", "C", "S", "O", "O", "C", "H", "H", "H", "H", "H", "H", "H", "H", "C", "C", "C", "S", "O", "O", "C", "H", "H", "H", "H", "H", "H", "H", "H", "C", "C", "C", "S", "O", "O", "C", "H", "H", "H", "H", "H", "H", "H", "H", "C", "C", "C", "S", "O", "O", "C", "H", "H", "H", "H", "H", "H", "H", "H", "C", "C", "C", "S", "O", "O", "C", "H", "H", "H", "H", "H", "H", "H", "H", "C", "C", "C", "S", "O", "O", "C", "H", "H", "H", "H", "H", "H", "H", "H", "C", "C", "C", "S", "O", "O", "C", "H", "H", "H", "H", "H", "H", "H", "H", "C", "C", "C", "S", "O", "O", "C", "H", "H", "H", "H", "H", "H", "H", "H", "C", "C", "C", "S", "O", "O", "C", "H", "H", "H", "H", "H", "H", "H", "H", "C", "C", "C", "S", "O", "O", "C", "H", "H", "H", "H", "H", "H", "H", "H"],
  "coordinates": [[9.146, -2.283, -9.325], [9.802, -0.780, -9.469], [11.129, -1.157, -10.069], [11.734, -2.717, -9.234], [12.373, -2.364, -7.976], [12.351, -3.695, -10.151], [10.112, -3.221, -8.700], [8.876, -2.646, -10.317], [8.187, -2.231, -8.809], [9.943, -0.277, -8.512], [9.122, -0.264, -10.147], [11.981, -0.479, -10.110], [11.128, -1.529, -11.094], [9.863, -3.057, -7.651], [9.962, -4.229, -9.085], [1.823, 5.018, -11.221], [1.429, 3.588, -10.805], [2.482, 2.930, -9.940], [3.802, 4.225, -9.668], [4.837, 3.996, -10.658], [4.165, 4.110, -8.226], [2.758, 5.652, -10.159], [0.922, 5.599, -11.417], [2.114, 4.797, -12.248], [1.149, 2.849, -11.556], [0.473, 3.599, -10.281], [2.897, 1.957, -10.202], [2.095, 2.731, -8.941], [3.301, 6.515, -10.546], [2.265, 5.854, -9.208], [11.645, -1.233, -15.570], [12.694, -1.189, -14.366], [12.839, -2.623, -13.977], [11.070, -3.321, -13.982], [10.541, -3.039, -12.674], [11.086, -4.695, -14.519], [10.444, -2.034, -15.187], [12.220, -1.678, -16.382], [11.386, -0.193, -15.766], [12.264, -0.554, -13.591], [13.588, -0.791, -14.848], [13.324, -2.874, -13.034], [13.532, -2.878, -14.779], [9.908, -1.276, -14.616], [9.722, -2.388, -15.924], [8.546, 7.489, -14.508], [8.587, 6.014, -14.894], [9.320, 6.068, -16.344], [10.423, 7.525, -16.402], [10.046, 8.347, -17.576], [11.772, 7.049, -16.240], [9.762, 8.336, -14.835], [8.064, 7.762, -13.570], [7.694, 7.874, -15.069], [7.567, 5.646, -15.002], [9.080, 5.342, -14.192], [8.511, 6.119, -17.073], [9.887, 5.173, -16.598], [9.834, 9.424, -14.855], [10.389, 8.163, -13.960], [9.772, 7.679, -8.867], [9.713, 6.613, -7.828], [9.975, 7.058, -6.337], [10.551, 8.826, -6.367], [12.019, 8.807, -6.291], [9.697, 9.628, -5.408], [10.010, 9.053, -8.210], [9.024, 7.618, -9.658], [10.788, 7.473, -9.205], [10.353, 5.803, -8.180], [8.660, 6.358, -7.950], [10.718, 6.703, -5.622], [9.243, 6.990, -5.532], [10.665, 9.761, -8.718], [9.034, 9.539, -8.225], [13.355, 3.570, -17.566], [13.550, 2.029, -17.658], [14.564, 1.660, -16.454], [14.224, 2.883, -15.081], [15.457, 3.660, -15.069], [13.615, 2.139, -14.005], [12.937, 3.886, -16.080], [12.720, 4.045, -18.314], [14.310, 4.047, -17.784], [13.729, 1.623, -18.654], [12.555, 1.671, -17.392], [15.596, 1.732, -16.798], [14.384, 0.678, -16.017], [12.709, 4.892, -15.727], [12.002, 3.350, -15.920], [4.618, 7.304, -13.431], [5.146, 5.857, -13.422], [4.866, 5.304, -14.810], [3.082, 5.841, -15.111], [2.140, 4.876, -14.501], [2.876, 6.220, -16.544], [3.213, 7.324, -14.093], [5.243, 7.985, -14.008], [4.645, 7.680, -12.408], [4.565, 5.355, -12.648], [6.175, 5.765, -13.075], [5.027, 4.244, -15.009], [5.463, 5.781, -15.587], [2.256, 7.367, -13.573], [3.224, 8.124, -14.834], [9.800, 3.162, -10.565], [8.494, 3.867, -11.091], [7.681, 2.809, -11.853], [9.002, 1.723, -12.737], [9.029, 2.279, -14.097], [8.862, 0.273, -12.531], [10.542, 2.400, -11.729], [9.531, 2.440, -9.794], [10.402, 3.830, -9.950], [8.686, 4.732, -11.726], [7.982, 4.358, -10.264], [6.959, 3.197, -12.572], [6.970, 2.344, -11.170], [11.263, 2.868, -12.399], [11.005, 1.514, -11.293], [15.714, 4.368, -7.966], [15.177, 4.764, -6.628], [13.688, 5.186, -6.663], [12.969, 4.016, -8.098], [12.511, 4.897, -9.134], [12.166, 2.850, -7.659], [14.692, 3.418, -8.593], [16.603, 3.788, -7.718], [15.941, 5.212, -8.618], [15.706, 5.604, -6.177], [15.313, 4.025, -5.838], [13.655, 6.177, -7.116], [13.145, 5.140, -5.719], [14.573, 3.343, -9.674], [14.707, 2.436, -8.120], [2.974, -0.511, -15.241], [1.804, 0.291, -14.562], [2.419, 1.531, -13.891], [4.168, 1.155, -13.334], [4.060, 0.695, -11.905], [5.016, 2.280, -13.689], [4.334, -0.399, -14.462], [3.051, -0.343, -16.315], [2.555, -1.515, -15.313], [1.260, -0.390, -13.906], [1.041, 0.492, -15.314], [1.737, 1.842, -13.100], [2.475, 2.342, -14.616], [4.509, -1.212, -13.758], [5.218, -0.354, -15.098]],
  "smiles": "O=S1(=O)CCCC1.O=S1(=O)CCCC1.O=S1(=O)CCCC1.O=S1(=O)CCCC1.O=S1(=O)CCCC1.O=S1(=O)CCCC1.O=S1(=O)CCCC1.O=S1(=O)CCCC1.O=S1(=O)CCCC1.O=S1(=O)CCCC1",
  "e_tot_ev": -192068.401,
  "e_above_lowest_kj_mol": 743.84,
  "e_homo_ev": -9.676
}

(10)
{
  "formula": "C3H2Cl2S",
  "method": "the ωB97M-V functional and the def2-TZVPD basis",
  "species": ["C", "C", "C", "S", "Cl", "Cl", "H", "H"],
  "coordinates": [[0.364, 0.894, -0.003], [0.935, -1.653, -1.690], [-0.417, 0.627, 0.988], [-0.028, -2.743, -1.973], [-1.326, 1.750, 1.992], [-0.761, -0.957, 1.491], [0.472, 2.027, -0.226], [0.761, 0.056, -0.579]],
  "e_tot_ev": -39020.181,
  "e_above_lowest_kj_mol": 185.92,
  "e_homo_ev": -9.751
}